# 1
Computed, not measured: a structure of composition C5H8N2 in a non-equilibrium geometry, with ωB97M-V/def2-TZVPD.

Structure (XYZ):
```
15
Properties=species:S:1:pos:R:3
C -1.3015 -0.6871 -0.6805
C -0.3113 0.8070 0.8941
C 0.2237 -0.5365 1.3492
N 0.5474 -0.7261 -0.0974
C 0.8009 0.7409 -0.1304
C 0.6862 1.4067 -1.4328
N 0.5909 1.9365 -2.4570
H -1.2643 -1.7666 -0.8398
H -2.1759 -0.4011 -0.1105
H -1.2169 -0.1377 -1.6139
H -0.4365 1.6617 1.5589
H -0.4387 -1.2959 1.7749
H 1.1799 -0.5209 1.9038
H 1.2930 -1.3735 -0.3790
H 1.8232 0.8925 0.2604
```

## Properties
**F_max**: 1.1 eV Å⁻¹
**Molar mass**: 96.1 g/mol
**Energy relative to the best compared isomer or geometry (same formula, charge and spin)**: 599.7 kJ/mol
**HOMO-LUMO gap (spin up / spin down)**: 7.96 / 7.97 eV
**E_HOMO (spin up / spin down)**: -7.3 / -7.3 eV
**Spin multiplicity**: 1
**Electronic energy**: -8288.7811 eV

---

# 2
Computed, not measured: the molecule CH4N2S2 in a non-equilibrium geometry, with ωB97M-V/def2-TZVPD.

Structure (XYZ):
```
9
Properties=species:S:1:pos:R:3
S 1.2241 -2.0742 -1.7452
S -0.0783 -0.4875 -1.4768
N 0.2728 -0.0356 0.0924
C -0.1139 1.3058 0.5197
N -0.8926 0.2060 1.0443
H 0.1422 -2.9207 -1.2998
H -0.5667 2.0425 -0.1770
H 0.5350 1.8268 1.0672
H -0.5226 0.1370 1.9751
```

## Properties
**F_max**: 4.6 eV Å⁻¹
**Molar mass**: 108.2 g/mol
**Energy relative to the best compared isomer or geometry (same formula, charge and spin)**: 286.0 kJ/mol
**HOMO-LUMO gap**: 9.59 eV
**E_HOMO**: -9.0 eV
**Spin multiplicity**: 1
**SMILES**: SSN1CN1
**Electronic energy**: -25749.5254 eV

---

# 3
Computed, not measured: a cluster of 2 separate species, C2H8N2O4 in total in a non-equilibrium geometry, with ωB97M-V/def2-TZVPD.

Structure (XYZ):
```
16
Properties=species:S:1:pos:R:3
C 2.7774 -0.4492 0.4497
O 1.5155 -0.1036 1.0004
N 0.7911 0.7961 0.2539
O -0.0772 1.4365 0.9679
N 0.4155 0.3389 -0.8938
O -0.3877 1.1961 -1.5418
H 3.2621 -1.0518 1.2126
H 3.3487 0.4604 0.2406
H 2.6430 -1.0131 -0.4782
H -0.6692 1.8837 -0.8927
C -2.5400 -0.7388 -0.2830
O -1.3216 -0.7124 0.4155
H -2.5154 -1.5858 -0.9699
H -3.3727 -0.8702 0.4201
H -2.6956 0.1796 -0.8613
H -1.1741 0.2335 0.9600
```

## Properties
**F_max**: 3.7 eV Å⁻¹
**Molar mass**: 124.1 g/mol
**Energy relative to the best compared isomer or geometry (same formula, charge and spin)**: 860.9 kJ/mol
**HOMO-LUMO gap (spin up / spin down)**: 8.98 / 8.98 eV
**E_HOMO (spin up / spin down)**: -9.5 / -9.5 eV
**Spin multiplicity**: 1
**SMILES**: CO/[N+]([O-])=N/O.CO
**Electronic energy**: -13366.8152 eV

---

# 4
Computed, not measured: a cluster of 2 separate species, C4H10NO2 in total in a non-equilibrium geometry, with ωB97M-V/def2-TZVPD.

Structure (XYZ):
```
17
Properties=species:S:1:pos:R:3
C -1.6170 0.3067 -1.1057
C -0.8583 -0.3202 -0.2417
C -1.1808 -0.4331 1.1992
C 0.5346 -0.9203 -0.5952
N 1.6131 0.8803 -0.3491
O 0.7313 -0.8811 -1.8593
O 1.2522 -1.6196 0.1936
H -1.4654 0.2948 -2.2348
H -2.4115 0.8380 -0.8180
H -0.9683 -1.5470 1.4192
H -0.7318 0.3315 1.8935
H -2.1552 -0.2431 1.4228
H 1.0874 1.5489 -0.9582
H 1.7484 1.0544 0.7237
H 2.5971 0.9210 -0.6752
H 1.5751 -1.2140 -2.0732
H 0.9405 -1.6635 1.1058
```

## Properties
**F_max**: 5.1 eV Å⁻¹
**Molar mass**: 104.1 g/mol
**Energy relative to the best compared isomer or geometry (same formula, charge and spin)**: 278.9 kJ/mol
**HOMO-LUMO gap**: 10.48 eV
**E_HOMO**: -14.5 eV
**Spin multiplicity**: 1
**Electronic energy**: -9886.6978 eV
**Total charge**: +1

---

Among the records above, which one has the lowest electronic energy?
CH4N2S2